(1)
C5H5N | the ωB97M-V functional and the def2-TZVPD basis

Results
- Energy above the lowest of the compared OMol25 structures with the same formula, charge and spin: 117.9 kcal/mol
- SMILES string: C#CC=C=CN
- Charge: 0

Geometry as XYZ:
```
11
C5H5N, DFT the ωB97M-V functional and the def2-TZVPD basis
C -0.49 -0.83 -0.22
N 1.74 1.51 1.09
H 0.27 1.00 2.61
C -1.45 -1.14 -1.44
H 0.22 -1.63 -0.21
C 0.67 0.75 1.61
C -1.93 -1.56 -2.44
C -0.02 0.00 0.78
H 1.73 1.36 0.07
H 1.85 2.40 1.45
H -2.59 -1.86 -3.32
```


(2)
Br2ClFSi | the ωB97M-V functional and the def2-TZVPD basis

Results
- Energy above the lowest of the compared OMol25 structures with the same formula, charge and spin: 2.0 kcal/mol
- SMILES string: F[Si](Cl)(Br)Br
- Charge: 0

Geometry as XYZ:
```
5
Br2ClFSi, DFT the ωB97M-V functional and the def2-TZVPD basis
Br -0.26 2.43 0.23
Br 2.66 -0.03 0.18
Si 0.19 0.23 0.18
Cl -0.52 -0.81 1.70
F -0.37 -0.35 -1.19
```


(3)
C4H7OS2 | the ωB97M-V functional and the def2-TZVPD basis

Results
- Energy above the lowest of the compared OMol25 structures with the same formula, charge and spin: 52.9 kcal/mol
- Charge: -1

Geometry as XYZ:
```
14
C4H7OS2, DFT the ωB97M-V functional and the def2-TZVPD basis
C 1.06 0.58 -0.40
H 0.85 0.67 -1.40
C 0.28 -0.53 0.22
H 0.58 -0.80 1.27
H 2.49 1.92 1.13
H -1.90 -1.16 0.19
C -1.20 -0.34 -0.07
S 3.34 -1.64 -0.74
O 3.83 0.68 0.49
H -1.46 0.03 -0.96
C 3.32 -0.16 -0.19
S 1.16 2.16 0.46
H -1.66 0.41 0.52
H 0.76 -1.38 -0.24
```


(4)
CH5N2O2 | the ωB97M-V functional and the def2-TZVPD basis

Results
- Energy above the lowest of the compared OMol25 structures with the same formula, charge and spin: 166.7 kcal/mol
- Charge: -1

Geometry as XYZ:
```
10
CH5N2O2, DFT the ωB97M-V functional and the def2-TZVPD basis
C 0.71 -0.95 0.30
O 2.45 0.58 -0.13
N -2.04 0.94 -0.02
H 1.51 -0.28 -1.42
H -2.29 1.20 0.96
H -1.36 1.77 -0.32
H 0.70 -0.78 1.39
H 0.21 -1.76 -0.12
O -1.47 -0.34 -0.22
N 1.59 -0.37 -0.43
```


(5)
C23H22Br3F7NO8 | the ωB97M-V functional and the def2-TZVPD basis

Results
- Charge: -1

Geometry as XYZ:
```
64
C23H22Br3F7NO8, DFT the ωB97M-V functional and the def2-TZVPD basis
H 4.41 1.78 1.61
H 2.71 -6.11 -1.12
F 2.50 -2.14 2.57
C -2.81 2.93 -0.49
H -4.88 0.98 -3.86
H -4.90 -0.28 -2.62
H 2.70 -6.52 0.59
O -3.53 -2.10 -4.15
H 3.69 -7.48 -0.53
C -0.09 -0.58 0.67
N -3.76 3.93 0.11
C 0.88 2.60 1.49
O -3.08 2.22 -1.48
H 5.13 -5.86 0.76
H 2.28 0.98 0.85
H 5.14 -5.51 -0.96
Br 3.98 3.24 3.67
C 3.73 3.69 0.70
H -3.78 -0.56 -5.46
C -4.29 -0.97 -4.59
H 4.47 4.47 1.10
F -2.04 -3.76 -2.64
O -0.99 7.43 1.89
H 2.76 4.16 0.34
O 3.61 -4.67 2.30
C 3.34 -6.47 -0.29
H -1.40 0.62 -0.66
C 3.21 -2.42 1.46
H -3.36 0.37 -3.17
O -3.31 6.35 0.43
C 3.57 2.55 1.81
C -1.48 3.07 0.37
H 0.90 -0.62 1.22
F -3.75 -4.92 -2.03
F -3.08 -4.99 -4.08
C -0.27 2.10 0.57
H 4.22 3.19 -0.23
C -4.37 0.09 -3.50
O 0.00 6.65 3.85
C -3.26 -4.16 -3.03
C 4.51 -5.53 -0.07
C 3.62 -3.89 1.38
O 4.05 -4.19 0.13
C -1.61 4.49 1.01
C -1.26 -0.90 1.72
C -0.51 6.46 2.57
C -0.33 0.72 -0.22
F -0.70 -1.88 2.66
C -0.46 4.99 1.92
H 0.37 0.81 -1.12
C 0.75 4.03 2.14
H -1.58 -0.01 2.36
F 4.28 -1.59 1.48
F 2.45 -2.04 0.42
H -2.13 -1.44 1.21
Br 1.95 0.77 3.50
Br -4.13 3.25 1.85
H -0.07 -1.48 -0.07
O -5.34 -2.90 -3.06
C -2.98 5.16 0.51
C -4.18 -3.00 -3.38
C 2.19 1.71 1.74
H -5.29 -1.28 -4.92
H 1.60 4.44 2.79
```


(6)
C37H58O28 | the ωB97M-V functional and the def2-TZVPD basis

Results
- ⟨S²⟩: 0.750
- Spin multiplicity: 2
- Charge: -1

Geometry as XYZ:
```
123
C37H58O28, DFT the ωB97M-V functional and the def2-TZVPD basis
H -10.02 -11.98 -0.43
H -12.90 -8.59 -9.35
O -4.70 -8.19 -4.37
H -5.51 -11.93 -4.59
H -8.24 -8.48 -12.52
H -8.59 -19.10 -7.78
O -13.31 -11.32 -9.86
C -4.64 -9.39 -4.13
O -8.68 -8.46 -10.46
O -9.50 -14.14 -6.99
O -11.58 -13.35 -7.49
C -11.66 -7.90 -3.73
C -11.66 -9.31 -4.34
O -6.15 -20.35 -6.36
H -13.35 -11.12 -7.74
H -9.75 -14.84 -0.66
C -8.19 -13.81 -7.37
C -7.88 -11.24 -6.93
C -10.97 -9.38 -5.78
H -9.08 -11.12 -11.77
H -15.72 -14.05 -10.37
H -11.13 -9.93 -3.62
O -9.56 -10.73 -2.10
C -16.13 -14.77 -9.66
O -15.04 -8.74 -3.68
H -4.62 -12.01 -2.33
O -10.31 -8.51 -8.99
H -5.36 -13.61 -9.58
H -6.83 -17.11 -6.41
H -7.07 -10.64 -10.76
C -5.17 -15.41 -8.64
O -5.23 -13.96 -8.70
O -16.70 -13.25 -7.92
H -6.50 -20.40 -8.33
H -5.66 -18.93 -7.87
C -9.45 -10.09 -11.82
H -10.99 -15.53 -1.81
O -7.79 -14.89 -2.21
H -9.94 -9.01 -5.76
C -8.30 -10.59 -2.58
H -13.98 -13.60 -8.45
H -4.14 -15.74 -8.81
H -10.92 -10.37 -6.23
O -14.89 -13.06 -6.69
H -8.15 -10.29 -7.40
H -8.28 -11.21 -5.92
C -14.28 -8.69 -7.65
O -14.60 -9.56 -9.81
O -14.81 -11.13 -11.51
H -6.53 -10.14 -12.48
C -10.33 -13.23 -7.48
H -13.58 -8.28 -6.92
H -8.92 -16.63 -2.01
O -13.08 -9.66 -4.34
H -6.33 -11.35 0.67
H -14.16 -14.89 -7.27
C -10.06 -14.97 -1.70
C -14.26 -10.67 -10.49
C -9.82 -8.90 -10.03
C -16.02 -14.47 -8.18
H -11.90 -10.58 -8.63
O -10.29 -9.79 -10.79
C -7.12 -20.28 -5.54
H -16.49 -15.25 -7.57
H -9.96 -9.93 -12.77
H -7.36 -9.90 0.74
H -14.91 -7.86 -7.97
C -14.65 -14.01 -7.69
C -6.99 -14.96 -3.22
C -4.11 -11.28 -2.96
C -6.44 -19.63 -7.56
H -7.92 -12.60 -0.66
H -15.53 -15.65 -9.91
C -13.81 -8.71 -3.74
H -14.86 -9.44 -7.13
C -8.25 -9.13 -11.64
C -7.61 -17.36 -7.14
H -9.29 -16.90 -4.12
C -6.89 -9.85 -11.49
H -17.16 -14.92 -9.96
H -7.53 -13.66 -6.51
H -7.77 -14.46 -8.13
H -8.47 -16.82 -6.75
H -6.79 -11.24 -6.90
C -12.99 -10.67 -8.66
C -7.69 -18.87 -7.21
H -5.43 -15.83 -7.67
O -16.59 -11.57 -6.40
H -7.59 -11.42 1.71
H -7.41 -16.90 -8.11
O -4.58 -9.94 -2.84
O -7.68 -15.44 -4.25
H -11.29 -7.25 -4.52
C -8.31 -12.39 -7.88
H -11.49 -8.65 -6.40
C -13.57 -9.31 -8.88
O -4.48 -10.33 -5.07
H -3.04 -11.38 -2.77
C -4.48 -11.61 -4.42
H -5.88 -15.90 -9.30
C -7.36 -10.99 0.74
O -7.99 -10.24 -3.72
C -9.44 -11.11 -0.70
O -7.09 -20.83 -4.44
C -8.95 -15.63 -2.45
H -2.40 -12.17 -5.08
H -10.98 -8.03 -2.88
O -5.84 -14.50 -3.22
H -3.38 -13.39 -4.53
H -9.68 -10.26 -0.07
H -10.28 -13.94 -2.00
H -3.76 -12.66 -6.16
O -8.06 -19.48 -5.99
O -12.97 -7.65 -3.43
C -16.12 -12.57 -6.91
C -9.05 -15.86 -3.93
H -7.80 -12.31 -8.84
O -9.67 -12.22 -8.02
H -9.84 -15.21 -4.31
O -7.40 -10.88 -1.63
C -3.44 -12.48 -5.14
C -8.02 -11.52 -0.54
H -6.20 -9.12 -11.07
```


Number 1: electronic energy -6750.79406 eV. Number 2: electronic energy -163207.87174 eV. Number 3: electronic energy -27978.63281 eV. Number 4: electronic energy -8188.39156 eV. Number 5: electronic energy -271223.04598 eV. Number 6: electronic energy -96638.39013 eV.